# 1
{"formula": "C28H37CoN9O2S3", "method": "ωB97M-V with the def2-TZVPD basis set", "energy_ha": -4309.65628, "gap_ev": [5.99, 5.93], "relative_energy_kcal_mol": 2.9, "spin_multiplicity": 1, "total_charge": 1, "homo_ev": [-9.98, -9.98], "elements": ["Co", "C", "S", "C", "S", "N", "N", "C", "C", "C", "C", "C", "C", "N", "H", "H", "H", "H", "H", "H", "H", "H", "C", "N", "C", "C", "S", "N", "C", "C", "H", "H", "H", "H", "H", "H", "H", "H", "H", "H", "H", "H", "O", "C", "N", "C", "O", "C", "C", "C", "C", "C", "C", "H", "H", "H", "H", "C", "C", "N", "C", "N", "C", "C", "C", "N", "C", "H", "H", "H", "H", "H", "H", "H", "H", "H", "H", "H", "H", "H"], "positions_angstrom": [[1.03484, -1.37239, -1.11221], [-1.78482, -6.03776, -0.46076], [-2.32697, -4.32061, -0.41252], [-0.88474, -3.49346, -0.83636], [-1.04697, -1.73985, -0.99434], [0.23648, -4.11752, -1.02591], [1.21073, -3.22923, -1.39826], [2.26497, -3.62498, -2.00112], [3.21688, -2.56926, -2.34532], [4.44839, -2.79769, -2.91801], [5.29962, -1.71495, -3.10857], [4.88158, -0.45542, -2.72749], [3.61750, -0.30637, -2.17285], [2.80370, -1.33326, -1.99727], [-2.68929, -6.63954, -0.40447], [-1.13883, -6.25988, 0.38438], [-1.26191, -6.23849, -1.39146], [2.41739, -4.67346, -2.23071], [4.74328, -3.80154, -3.19001], [6.27980, -1.86223, -3.54086], [5.51937, 0.40849, -2.84401], [3.24231, 0.65745, -1.85684], [-2.87213, 3.61510, 3.28756], [-2.81337, 2.34030, 2.58455], [-1.68847, 1.51269, 2.97582], [-3.38938, 2.20118, 1.35324], [-2.64553, 1.39018, 0.08103], [-4.62814, 2.73425, 1.23251], [-5.25742, 2.88295, -0.06706], [-5.53692, 2.85994, 2.36403], [-1.86753, 4.04612, 3.33231], [-3.23656, 3.49367, 4.30977], [-3.51660, 4.31483, 2.76463], [-1.74801, 1.33582, 4.05157], [-0.73553, 2.01251, 2.76522], [-1.71223, 0.56304, 2.45056], [-4.50486, 3.08310, -0.82281], [-5.95984, 3.71542, -0.01673], [-5.79829, 1.97663, -0.35197], [-5.13463, 2.33734, 3.22699], [-6.49046, 2.40247, 2.09561], [-5.72338, 3.90264, 2.63043], [3.99280, -1.99755, 0.30297], [3.01754, -1.97204, 1.02423], [1.72308, -1.59577, 0.67215], [0.88169, -1.72974, 1.78844], [-0.29771, -1.47936, 1.83987], [1.71876, -2.20270, 2.92984], [1.37534, -2.47420, 4.23794], [2.39809, -2.89857, 5.08108], [3.70592, -3.03294, 4.61921], [4.03754, -2.75071, 3.29736], [3.01217, -2.33823, 2.47179], [0.35622, -2.36245, 4.58310], [2.18007, -3.12973, 6.11541], [4.47421, -3.36347, 5.30568], [5.04940, -2.84918, 2.92803], [-1.80589, 2.30719, -3.83039], [-0.97446, 1.14697, -4.33904], [-0.27989, 0.52552, -3.22027], [0.13841, 1.23172, -2.12795], [0.73064, 0.57282, -1.15760], [1.10172, 1.29771, 0.06125], [1.52186, 2.71875, -0.25969], [0.38731, 3.39128, -0.99883], [-0.06286, 2.56341, -2.11217], [-0.87976, 3.25931, -3.10590], [-2.57064, 1.93658, -3.14390], [-2.30141, 2.82535, -4.65069], [-0.25203, 1.49498, -5.08278], [-1.59208, 0.38575, -4.81169], [-0.49032, -0.44089, -3.02579], [1.90729, 0.75133, 0.54550], [0.24678, 1.30247, 0.74262], [2.42555, 2.72628, -0.87629], [1.74452, 3.27041, 0.65368], [0.69344, 4.35720, -1.40540], [-0.45821, 3.55810, -0.32335], [-0.22585, 3.77586, -3.81648], [-1.45327, 4.02031, -2.57421]], "forces_ev_per_a": [[0.081, 0.321, -0.192], [0.012, -0.015, 0.001], [-0.045, -0.026, -0.011], [0.146, 0.029, -0.076], [-0.253, -0.197, 0.246], [-0.108, -0.105, -0.087], [0.068, 0.018, 0.062], [-0.115, -0.017, 0.063], [0.075, 0.024, 0.034], [-0.018, -0.024, -0.018], [-0.017, 0.017, 0.001], [0.019, -0.024, -0.011], [-0.076, 0.071, -0.093], [0.077, -0.021, 0.050], [-0.004, 0.010, 0.017], [0.014, 0.020, -0.007], [-0.015, -0.006, -0.009], [0.035, 0.005, -0.009], [0.000, 0.000, 0.006], [0.000, -0.001, 0.001], [0.000, 0.000, -0.002], [-0.020, 0.006, 0.011], [-0.045, -0.006, 0.048], [0.046, 0.012, -0.092], [0.026, -0.006, -0.007], [-0.113, -0.080, 0.005], [0.094, 0.078, -0.028], [0.066, 0.128, -0.010], [-0.027, -0.016, 0.011], [-0.046, -0.023, -0.004], [0.003, -0.012, 0.007], [-0.001, 0.001, -0.003], [0.021, -0.005, 0.001], [0.011, 0.014, -0.004], [0.000, -0.021, -0.030], [0.010, -0.012, 0.010], [0.003, 0.017, -0.004], [-0.002, -0.007, 0.003], [0.011, -0.006, -0.007], [-0.008, 0.004, -0.001], [0.004, -0.010, 0.001], [-0.004, -0.003, -0.005], [-0.028, -0.033, 0.007], [0.093, 0.009, 0.010], [-0.149, -0.169, -0.236], [-0.066, 0.180, 0.076], [0.009, -0.013, -0.034], [0.054, 0.026, -0.014], [0.000, 0.012, -0.026], [0.004, -0.003, 0.011], [0.006, -0.002, 0.016], [-0.004, 0.006, -0.026], [-0.055, 0.009, 0.019], [0.003, -0.006, 0.007], [-0.010, 0.004, -0.002], [0.005, 0.000, -0.007], [0.002, -0.005, 0.005], [-0.028, -0.013, 0.008], [-0.046, 0.004, -0.007], [0.176, 0.087, -0.014], [-0.300, -0.048, -0.045], [0.490, -0.244, 0.505], [-0.088, 0.046, -0.019], [-0.044, 0.027, -0.057], [0.004, 0.039, 0.026], [0.122, -0.015, -0.064], [-0.062, -0.011, 0.024], [0.007, 0.007, 0.022], [0.022, 0.004, -0.019], [0.003, -0.005, 0.000], [0.000, -0.006, 0.004], [-0.041, 0.012, -0.048], [0.033, 0.061, -0.029], [-0.010, -0.012, 0.026], [0.004, -0.028, 0.005], [-0.004, -0.017, 0.014], [0.021, -0.010, -0.019], [-0.019, -0.012, -0.020], [0.001, 0.009, 0.005], [-0.011, -0.017, 0.026]], "lowdin_charge": [0.363, -0.372, 0.919, -0.999, 0.793, -0.006, -0.113, 0.021, -0.236, 0.018, -0.016, -0.011, -0.065, 0.044, 0.039, 0.045, 0.039, 0.150, 0.128, 0.122, 0.119, 0.113, -0.056, -0.223, -0.090, -0.764, 0.687, -0.218, -0.094, -0.050, 0.092, 0.095, 0.083, 0.095, 0.084, 0.044, 0.046, 0.091, 0.094, 0.091, 0.095, 0.092, 0.092, -0.390, 0.073, -0.407, 0.054, -0.091, 0.009, -0.056, -0.056, 0.008, -0.093, 0.123, 0.109, 0.109, 0.122, -0.154, -0.163, 0.071, -0.389, -0.037, -0.204, -0.143, -0.153, -0.024, -0.143, 0.107, 0.123, 0.122, 0.127, 0.047, 0.105, 0.079, 0.112, 0.123, 0.130, 0.111, 0.132, 0.128]}

---

# 2
{"formula": "C27H26Co2NO8", "method": "ωB97M-V with the def2-TZVPD basis set", "energy_ha": -4466.63610, "gap_ev": 6.50, "relative_energy_kcal_mol": 3.1, "spin_multiplicity": 1, "total_charge": -1, "homo_ev": -4.01, "elements": ["C", "O", "C", "O", "C", "C", "C", "C", "N", "C", "C", "C", "C", "C", "C", "H", "H", "H", "H", "H", "H", "H", "H", "H", "H", "H", "H", "H", "H", "H", "H", "H", "H", "H", "O", "C", "Co", "C", "O", "C", "O", "C", "C", "C", "C", "C", "C", "C", "C", "C", "Co", "C", "O", "C", "O", "C", "O", "H", "H", "H", "H", "H", "H", "H"], "positions_angstrom": [[-0.66383, 3.53896, -2.46028], [-1.22310, 2.70638, -1.43344], [-1.24788, 3.23290, -0.19340], [-0.88372, 4.36417, 0.04783], [-1.81185, 2.27609, 0.84538], [-3.31424, 2.57884, 0.99660], [-3.50839, 3.11639, 2.41875], [-2.20870, 2.84669, 3.16812], [-1.24337, 2.50600, 2.15478], [0.05205, 2.24988, 2.47611], [1.06800, 2.22453, 1.54833], [2.42102, 2.70275, 1.94658], [2.80225, 2.50840, 3.44987], [1.80152, 1.66397, 4.21260], [0.37818, 2.17409, 3.94958], [-0.78985, 2.97023, -3.37892], [-1.21547, 4.47399, -2.53033], [0.38905, 3.74453, -2.25418], [-1.60180, 1.25267, 0.50658], [-3.64674, 3.33003, 0.26858], [-3.89500, 1.66599, 0.83076], [-3.69447, 4.19451, 2.40020], [-4.35062, 2.64167, 2.92409], [-1.87711, 3.72433, 3.74131], [-2.34577, 2.02194, 3.88455], [0.87581, 2.02574, 0.49990], [3.17258, 2.22922, 1.29770], [2.48378, 3.79128, 1.75064], [3.81492, 2.09551, 3.52012], [2.84497, 3.50162, 3.91050], [1.89680, 0.61330, 3.92641], [2.00593, 1.68709, 5.28189], [0.24998, 3.17017, 4.40443], [-0.33520, 1.51222, 4.44920], [4.68054, -1.32152, -3.62738], [3.71026, -1.80302, -3.22739], [2.32591, -2.73907, -2.62848], [2.12333, -3.91390, -3.91826], [2.13118, -4.71889, -4.74990], [3.01748, -3.76805, -1.38430], [3.36858, -4.53903, -0.60164], [0.48253, -2.59770, -1.76429], [-0.12701, -3.78638, -1.14497], [-0.21409, -5.04230, -1.78770], [-0.82882, -6.12664, -1.15536], [-1.32657, -6.00724, 0.14570], [-1.26081, -4.76527, 0.78041], [-0.67552, -3.66588, 0.14846], [0.31986, -1.23171, -1.50253], [0.37244, -0.19898, -0.64567], [0.17050, -1.62668, -3.24118], [-1.15044, -0.48196, -3.45078], [-1.99386, 0.28028, -3.67491], [-0.32068, -2.85321, -4.47929], [-0.71029, -3.50810, -5.34715], [1.53576, -0.82274, -4.20888], [1.92470, -0.12939, -5.05055], [0.19361, -5.17202, -2.79255], [-0.91626, -7.07558, -1.68293], [-1.74596, -6.87837, 0.65572], [-1.66546, -4.63566, 1.78083], [-0.62562, -2.69619, 0.64873], [-0.09035, 0.73406, -0.96743], [0.89532, -0.24495, 0.31283]], "forces_ev_per_a": [[-0.172, -0.124, 0.018], [-0.110, 0.023, 0.470], [0.746, 1.008, -0.218], [-0.354, -0.565, -0.152], [0.357, 0.032, -0.080], [-0.357, -0.224, -0.146], [-0.031, 0.388, 0.131], [-0.206, -0.315, 0.386], [-1.331, -0.512, -0.179], [2.306, 0.470, -1.143], [-1.478, -0.158, 1.428], [0.973, -0.362, 0.059], [0.126, 0.336, -0.408], [-0.259, -0.036, -0.221], [0.269, 0.255, 0.113], [0.138, 0.002, 0.059], [0.035, 0.078, 0.066], [-0.136, -0.049, -0.024], [-0.198, 0.136, 0.007], [0.081, -0.321, 0.063], [0.094, 0.176, -0.008], [-0.042, -0.160, -0.062], [0.002, 0.073, -0.073], [-0.109, -0.153, -0.096], [-0.027, 0.123, -0.015], [-0.025, 0.447, 0.084], [-0.020, 0.140, 0.207], [-0.035, -0.406, -0.155], [-0.174, -0.005, 0.041], [-0.004, -0.084, 0.074], [-0.183, 0.037, -0.203], [0.030, 0.133, 0.145], [0.088, -0.182, 0.065], [-0.038, 0.049, -0.095], [-0.573, -0.322, 0.074], [0.963, 0.503, 0.517], [0.010, 0.053, -0.761], [0.466, -1.750, -1.277], [-0.083, 0.731, 0.689], [-0.497, 0.212, 0.882], [0.017, 0.456, -0.676], [1.625, -0.664, 1.766], [-0.590, -0.027, 0.496], [-0.230, 0.162, 0.300], [0.213, 0.299, 0.026], [0.036, 0.187, -0.082], [0.126, 0.047, -0.113], [0.048, -0.401, -0.265], [0.480, -0.330, 3.061], [-0.286, -0.463, -0.573], [-0.691, 0.945, -4.192], [-0.626, 1.056, -1.034], [1.036, -1.085, 0.706], [-1.111, -0.663, -1.456], [0.600, 0.747, 1.333], [-1.355, 0.839, -0.475], [0.386, -0.827, 0.903], [-0.154, 0.110, 0.313], [0.105, 0.157, 0.112], [0.033, 0.329, -0.173], [0.047, -0.102, -0.069], [-0.018, -0.282, -0.158], [0.583, -0.016, 0.100], [-0.510, -0.154, -0.110]], "lowdin_charge": [-0.030, -0.059, -0.477, 0.111, -0.179, -0.094, -0.145, -0.167, -0.054, -0.225, -0.059, -0.186, -0.198, -0.207, -0.138, 0.087, 0.090, 0.102, 0.144, 0.120, 0.118, 0.109, 0.104, 0.121, 0.113, 0.075, 0.103, 0.109, 0.102, 0.101, 0.117, 0.101, 0.121, 0.111, 0.082, -0.211, 0.044, -0.202, 0.097, -0.162, 0.097, -0.302, -0.210, -0.037, -0.097, -0.120, -0.104, -0.027, -0.313, -0.018, 0.059, -0.113, 0.111, -0.124, 0.122, -0.152, 0.099, 0.093, 0.094, 0.090, 0.090, 0.107, 0.015, 0.052]}